1.
{"formula": "C13H17N2", "method": "ωB97M-V/def2-TZVPD", "smiles": "C[N+](C)(CC#N)C/C=C\\c1ccccc1", "charge": 1, "largest_force_ev_per_a": 1.11, "lumo_ev": -2.750, "homo_lumo_gap_ha": 0.34409, "species": ["C", "N", "C", "C", "C", "N", "C", "C", "C", "C", "C", "C", "C", "C", "C", "H", "H", "H", "H", "H", "H", "H", "H", "H", "H", "H", "H", "H", "H", "H", "H", "H"], "xyz": [[3.133, 1.116, -0.177], [2.142, 0.090, 0.201], [2.652, -0.650, 1.372], [1.951, -0.836, -0.946], [1.247, -2.047, -0.567], [0.712, -3.008, -0.266], [0.827, 0.724, 0.563], [0.241, 1.606, -0.500], [-1.028, 1.555, -0.897], [-2.050, 0.596, -0.459], [-1.925, -0.772, -0.685], [-2.911, -1.646, -0.264], [-4.030, -1.164, 0.393], [-4.170, 0.198, 0.609], [-3.194, 1.075, 0.176], [4.120, 0.665, -0.265], [3.172, 1.892, 0.584], [2.873, 1.570, -1.131], [1.910, -1.365, 1.726], [2.880, 0.044, 2.179], [3.560, -1.192, 1.111], [2.926, -1.128, -1.352], [1.380, -0.319, -1.726], [1.003, 1.320, 1.464], [0.119, -0.072, 0.807], [0.867, 2.412, -0.854], [-1.379, 2.319, -1.578], [-1.077, -1.153, -1.235], [-2.801, -2.702, -0.455], [-4.797, -1.846, 0.725], [-5.048, 0.580, 1.107], [-3.304, 2.137, 0.341]]}

=====

2.
{"formula": "C32H32BrN2O4PdS2", "method": "ωB97M-V/def2-TZVPD", "spin_multiplicity": 5, "charge": 3, "largest_force_ev_per_a": 0.59, "lumo_ev": [-8.923, -10.946], "homo_lumo_gap_ha": [0.25047, 0.17627], "species": ["Pd", "O", "C", "C", "C", "C", "C", "C", "C", "O", "N", "N", "C", "C", "Br", "C", "C", "C", "C", "C", "C", "C", "H", "H", "H", "H", "H", "H", "H", "H", "H", "H", "H", "H", "H", "H", "O", "S", "C", "C", "C", "C", "S", "O", "C", "C", "C", "C", "C", "C", "C", "C", "C", "C", "C", "C", "H", "H", "H", "H", "H", "H", "H", "H", "H", "H", "H", "H", "H", "H", "H", "H", "H", "H"], "xyz": [[-1.257, -0.047, 0.112], [0.933, -2.846, 1.374], [0.366, -3.627, 2.238], [1.132, -4.740, 2.720], [0.531, -5.656, 3.528], [-0.821, -5.476, 3.900], [-1.565, -4.342, 3.461], [-0.990, -3.402, 2.667], [-1.745, -2.190, 2.156], [-1.566, -2.001, 0.825], [-1.304, -0.976, 2.941], [-1.379, 0.178, 2.345], [-1.327, 1.306, 3.026], [-1.431, 2.561, 2.409], [-1.543, 2.615, 0.526], [-1.553, 3.706, 3.198], [-1.705, 5.067, 2.900], [-1.349, 5.696, 1.669], [-1.596, 7.028, 1.489], [-2.206, 7.776, 2.512], [-2.531, 7.195, 3.741], [-2.259, 5.869, 3.947], [0.264, -2.243, 0.955], [2.159, -4.839, 2.392], [1.073, -6.526, 3.871], [-1.300, -6.205, 4.540], [-2.594, -4.231, 3.781], [-2.803, -2.330, 2.425], [-1.301, -1.010, 3.959], [-1.232, 1.288, 4.110], [-1.601, 3.474, 4.259], [-0.825, 5.145, 0.904], [-1.309, 7.515, 0.568], [-2.405, 8.828, 2.353], [-2.981, 7.791, 4.523], [-2.501, 5.406, 4.895], [-1.379, -0.151, -1.991], [-1.889, -1.285, -2.915], [-0.464, -2.396, -3.212], [0.415, -2.576, -1.970], [1.817, -1.980, -2.133], [1.799, -0.466, -2.341], [1.881, 0.550, -0.864], [0.875, -0.008, 0.175], [3.461, 0.064, -0.224], [3.562, -0.449, 1.059], [4.826, -0.725, 1.567], [5.957, -0.465, 0.808], [5.837, 0.067, -0.470], [4.585, 0.344, -0.993], [-1.968, -0.523, -4.509], [-1.426, 0.734, -4.723], [-1.472, 1.259, -6.007], [-2.061, 0.538, -7.037], [-2.609, -0.716, -6.797], [-2.576, -1.254, -5.519], [0.076, -1.980, -4.062], [-0.920, -3.336, -3.526], [0.492, -3.635, -1.724], [-0.067, -2.100, -1.120], [2.312, -2.431, -2.994], [2.426, -2.236, -1.262], [0.892, -0.114, -2.836], [2.648, -0.121, -2.935], [2.672, -0.627, 1.646], [4.926, -1.133, 2.564], [6.938, -0.663, 1.217], [6.721, 0.278, -1.057], [4.501, 0.775, -1.984], [-0.994, 1.294, -3.904], [-1.052, 2.237, -6.202], [-2.112, 0.964, -8.029], [-3.075, -1.269, -7.600], [-3.026, -2.221, -5.319]]}

=====

3.
{"formula": "C17H15NO4", "method": "ωB97M-V/def2-TZVPD", "smiles": "CCOC(=O)Cn1cc(C(=O)c2ccco2)c2ccccc21", "largest_force_ev_per_a": 1.41, "lumo_ev": 0.447, "homo_lumo_gap_ha": 0.31374, "species": ["C", "C", "O", "C", "O", "C", "N", "C", "C", "C", "O", "C", "C", "C", "C", "O", "C", "C", "C", "C", "C", "C", "H", "H", "H", "H", "H", "H", "H", "H", "H", "H", "H", "H", "H", "H", "H"], "xyz": [[-6.215, -0.448, -0.755], [-4.776, -0.669, -1.179], [-3.970, -0.780, 0.002], [-2.657, -0.885, -0.183], [-2.111, -0.882, -1.250], [-1.939, -1.020, 1.164], [-0.563, -0.643, 1.057], [0.501, -1.482, 1.056], [1.668, -0.789, 0.832], [2.978, -1.436, 0.788], [3.234, -2.434, 1.444], [3.977, -0.865, -0.122], [5.327, -1.123, -0.200], [5.811, -0.366, -1.284], [4.725, 0.285, -1.796], [3.622, -0.007, -1.106], [1.297, 0.592, 0.703], [1.998, 1.789, 0.560], [1.289, 2.968, 0.502], [-0.104, 2.990, 0.597], [-0.822, 1.827, 0.776], [-0.111, 0.636, 0.838], [-6.300, 0.465, -0.172], [-6.559, -1.281, -0.147], [-6.845, -0.367, -1.636], [-4.668, -1.589, -1.764], [-4.401, 0.165, -1.781], [-2.459, -0.401, 1.902], [-2.006, -2.065, 1.479], [0.384, -2.540, 1.192], [5.880, -1.768, 0.451], [6.820, -0.313, -1.638], [4.622, 0.957, -2.626], [3.075, 1.797, 0.504], [1.818, 3.902, 0.384], [-0.623, 3.934, 0.540], [-1.898, 1.845, 0.867]]}

=====

4.
{"formula": "C4H13N3O", "method": "ωB97M-V/def2-TZVPD", "spin_multiplicity": 2, "charge": -1, "largest_force_ev_per_a": 4.42, "lumo_ev": [4.007, 3.867], "homo_lumo_gap_ha": [0.10769, 0.30665], "species": ["C", "C", "C", "C", "N", "N", "N", "H", "H", "H", "H", "H", "H", "H", "H", "H", "H", "H", "H", "H", "O"], "xyz": [[0.747, -2.269, -0.286], [1.126, -0.756, -0.149], [-0.032, 0.106, 0.024], [-0.612, 0.351, 1.219], [-1.877, 1.043, 1.254], [-0.674, 0.555, -1.167], [0.044, -2.484, -1.577], [-0.002, -2.537, 0.491], [1.541, -3.028, -0.311], [1.722, -0.881, 0.829], [1.890, -0.459, -0.883], [-0.031, 0.342, 2.137], [-2.613, 0.435, 1.575], [-1.706, 1.757, 1.983], [-0.010, 0.733, -1.887], [-1.367, 1.278, -1.065], [0.559, -2.307, -2.430], [-0.724, -1.824, -1.561], [1.573, 2.770, 1.424], [0.452, 2.183, 0.496], [1.096, 2.901, 0.599]]}

=====

5.
{"formula": "C47H36F6INO3Ta", "method": "ωB97M-V/def2-TZVPD", "charge": 1, "largest_force_ev_per_a": 0.94, "lumo_ev": -2.835, "homo_lumo_gap_ha": 0.28809, "species": ["Ta", "O", "C", "C", "C", "C", "C", "C", "C", "C", "C", "O", "C", "C", "C", "C", "C", "C", "C", "C", "C", "C", "C", "C", "N", "C", "C", "C", "C", "C", "C", "C", "C", "C", "C", "C", "C", "H", "H", "H", "H", "H", "H", "H", "H", "H", "H", "H", "H", "H", "H", "H", "H", "H", "H", "H", "H", "H", "H", "H", "H", "H", "H", "H", "I", "C", "C", "C", "C", "C", "C", "C", "C", "C", "C", "H", "H", "H", "H", "H", "H", "C", "C", "O", "C", "F", "F", "F", "C", "F", "F", "F", "H", "H", "H"], "xyz": [[0.441, 0.558, 0.517], [-0.375, -0.655, 1.647], [-0.735, -1.989, 2.031], [0.475, -2.876, 1.729], [1.101, -2.823, 0.357], [1.647, -4.014, -0.112], [2.318, -4.039, -1.316], [2.370, -2.872, -2.056], [1.777, -1.724, -1.562], [1.734, -0.501, -2.439], [0.312, 0.073, -2.579], [0.013, 0.567, -1.260], [0.306, 1.265, -3.533], [-0.345, 1.217, -4.759], [-0.309, 2.311, -5.614], [0.367, 3.463, -5.249], [1.016, 3.519, -4.023], [0.990, 2.425, -3.175], [-0.740, -0.951, -2.963], [-2.062, -0.756, -2.576], [-3.055, -1.611, -3.024], [-2.739, -2.676, -3.856], [-1.424, -2.878, -4.242], [-0.430, -2.013, -3.804], [1.194, -1.679, -0.344], [-0.986, -2.025, 3.534], [-0.751, -0.930, 4.351], [-0.968, -1.023, 5.721], [-1.418, -2.207, 6.280], [-1.660, -3.304, 5.463], [-1.450, -3.212, 4.098], [-2.010, -2.382, 1.292], [-2.053, -3.386, 0.334], [-3.258, -3.737, -0.264], [-4.426, -3.080, 0.081], [-4.391, -2.068, 1.032], [-3.194, -1.735, 1.642], [0.203, -3.909, 1.937], [1.241, -2.626, 2.459], [1.552, -4.908, 0.489], [2.771, -4.951, -1.681], [2.846, -2.846, -3.026], [2.142, -0.741, -3.419], [2.361, 0.298, -2.031], [-0.892, 0.332, -5.055], [-0.822, 2.260, -6.566], [0.387, 4.316, -5.916], [1.540, 4.417, -3.721], [1.482, 2.490, -2.216], [-2.320, 0.082, -1.941], [-4.080, -1.441, -2.724], [-3.517, -3.341, -4.208], [-1.170, -3.699, -4.901], [0.585, -2.164, -4.147], [-0.398, 0.000, 3.931], [-0.784, -0.161, 6.349], [-1.585, -2.277, 7.347], [-2.021, -4.231, 5.890], [-1.668, -4.065, 3.465], [-1.157, -3.918, 0.043], [-3.276, -4.527, -1.003], [-5.364, -3.360, -0.381], [-5.304, -1.561, 1.321], [-3.182, -1.000, 2.440], [-2.378, 1.583, 0.980], [-1.855, 3.569, 0.686], [-2.845, 4.506, 0.711], [-2.517, 5.856, 0.487], [-1.224, 6.193, 0.225], [-0.200, 5.217, 0.186], [1.121, 5.603, -0.139], [2.099, 4.664, -0.207], [1.803, 3.317, 0.089], [0.551, 2.852, 0.440], [-0.487, 3.847, 0.449], [-3.873, 4.223, 0.894], [-3.295, 6.608, 0.513], [-0.954, 7.224, 0.030], [1.327, 6.648, -0.340], [3.112, 4.939, -0.472], [2.633, 2.630, 0.018], [4.607, 1.220, 1.311], [3.308, 0.703, 1.909], [2.315, 0.640, 0.917], [2.811, 1.634, 3.052], [1.486, 1.444, 3.271], [3.450, 1.395, 4.197], [2.981, 2.918, 2.752], [3.550, -0.709, 2.489], [3.644, -1.603, 1.494], [4.674, -0.781, 3.191], [2.543, -1.089, 3.295], [4.456, 2.218, 0.907], [4.912, 0.550, 0.509], [5.395, 1.262, 2.062]]}

=====

Energy, record by record: -614.7887 -5146.2274 -1012.5290 -399.6325 -3047.0055 Ha